(1)
{
  "formula": "C48H60AsBaN4O2P2Se2",
  "method": "ωB97M-V/def2-TZVPD",
  "lumo_energy_ev": -2.99,
  "homo_lumo_gap_ev": 6.35,
  "total_charge": 1,
  "energy_ev": -271608.5773,
  "elements": ["Ba", "Se", "Se", "As", "P", "P", "O", "O", "N", "N", "N", "N", "C", "C", "C", "C", "C", "C", "C", "C", "C", "C", "C", "C", "C", "C", "C", "C", "C", "C", "C", "C", "C", "C", "C", "C", "C", "C", "C", "C", "C", "C", "C", "C", "C", "C", "C", "C", "C", "C", "C", "C", "C", "C", "C", "C", "C", "C", "C", "C", "H", "H", "H", "H", "H", "H", "H", "H", "H", "H", "H", "H", "H", "H", "H", "H", "H", "H", "H", "H", "H", "H", "H", "H", "H", "H", "H", "H", "H", "H", "H", "H", "H", "H", "H", "H", "H", "H", "H", "H", "H", "H", "H", "H", "H", "H", "H", "H", "H", "H", "H", "H", "H", "H", "H", "H", "H", "H", "H", "H"],
  "coordinates": [[-0.229, -0.875, -0.369], [-2.504, 0.283, 1.734], [-3.488, -0.643, -1.635], [1.230, -0.647, 2.919], [-3.807, 0.655, 0.052], [-1.993, -3.856, 0.687], [2.095, 0.288, -0.304], [-0.370, 1.065, -2.012], [2.710, 3.183, 0.822], [2.002, -2.456, -1.095], [-0.400, -1.663, -3.038], [-0.138, 3.531, -1.398], [-0.754, -1.025, -4.076], [-7.209, 1.182, 2.247], [0.762, -2.428, 3.574], [1.560, -3.771, -1.559], [-8.203, 0.712, 1.398], [0.343, 3.862, 0.974], [3.989, -1.024, -0.781], [-1.408, -5.565, 0.357], [-3.480, 5.090, -1.203], [-3.751, 2.771, -1.791], [-3.360, 3.393, 0.497], [-0.841, 0.430, -4.257], [5.625, 1.165, -0.184], [3.882, -1.405, 4.009], [5.350, -1.080, -0.875], [4.066, -2.777, 4.165], [4.337, -0.559, 5.017], [0.236, 4.518, -0.397], [4.206, 1.320, -0.038], [-0.422, 3.781, -2.641], [-3.673, -3.935, -0.023], [4.951, -1.067, 6.152], [-1.011, 3.153, -4.918], [-3.307, 4.728, 0.128], [-5.546, 0.630, 0.597], [1.341, 2.715, 1.051], [-5.883, 1.139, 1.850], [-3.589, 2.406, -0.460], [-7.869, 0.196, 0.156], [-1.638, 2.606, -7.297], [-6.542, 0.153, -0.246], [0.976, -3.745, -2.972], [3.198, -0.858, 2.799], [1.087, 0.304, 4.614], [3.338, 0.205, -0.362], [7.700, -0.152, -0.714], [6.213, 0.006, -0.581], [-0.683, 2.773, -3.597], [3.255, -2.247, -1.136], [-0.407, -3.120, -3.140], [4.680, -3.290, 5.298], [5.123, -2.436, 6.298], [-1.166, 0.871, -5.520], [3.825, 2.583, 0.433], [-3.698, 4.109, -2.159], [-1.268, 2.227, -5.892], [-0.617, 1.394, -3.217], [-2.394, -3.972, 2.468], [1.613, -0.226, 5.408], [0.032, 0.399, 4.869], [-3.131, -4.756, 2.655], [-3.840, 4.384, -3.198], [-8.642, -0.180, -0.501], [-1.608, 3.687, -7.431], [2.401, -4.474, -1.535], [-0.450, -5.739, 0.849], [-4.213, -3.027, 0.241], [3.731, -3.452, 3.385], [-1.060, 4.212, -5.152], [4.213, 0.513, 4.910], [-3.151, 5.489, 0.884], [0.901, -4.784, -3.302], [5.802, -2.013, -1.201], [-2.123, -6.310, 0.713], [-0.817, -3.424, -4.110], [7.977, -0.428, -1.733], [1.287, 2.246, 2.036], [8.216, 0.774, -0.467], [3.591, 0.128, 2.542], [-9.239, 0.742, 1.711], [3.920, -3.058, -1.464], [1.681, -3.252, -3.647], [-1.497, -4.190, 3.046], [0.590, 4.634, 1.709], [-2.799, -3.016, 2.803], [-1.083, -3.505, -2.368], [1.376, -2.708, 4.429], [-3.625, -3.967, -1.112], [-0.442, 4.824, -2.951], [1.507, 1.306, 4.515], [1.140, 1.940, 0.325], [0.890, -3.162, 2.777], [4.817, -4.359, 5.398], [0.802, -4.140, -0.861], [-3.461, 6.134, -1.490], [-0.954, 2.160, -8.021], [-3.227, 3.105, 1.534], [-2.645, 2.266, -7.545], [4.667, 3.264, 0.522], [-0.287, -2.414, 3.867], [-5.102, 1.478, 2.520], [5.604, -2.834, 7.181], [3.368, -1.502, 1.933], [-6.270, -0.258, -1.210], [-1.352, 0.121, -6.283], [-0.167, 2.517, -1.196], [-4.212, -4.810, 0.347], [-1.268, -5.711, -0.716], [-7.467, 1.573, 3.222], [-1.036, -1.588, -4.977], [6.252, 2.019, 0.048], [8.073, -0.932, -0.049], [-0.519, 5.306, -0.372], [-0.632, 3.459, 1.259], [5.301, -0.391, 6.922], [1.190, 4.970, -0.685], [2.862, 4.129, 1.143], [-3.921, 2.003, -2.536]],
  "lowdin_charge": [1.39, 0.11, 0.26, 1.09, 0.10, 0.73, -0.25, -0.30, 0.08, -0.06, -0.08, 0.09, -0.12, -0.08, -0.31, -0.23, -0.08, -0.14, -0.12, -0.31, -0.09, -0.11, -0.13, -0.11, 0.01, -0.31, 0.04, -0.07, -0.07, -0.15, -0.11, 0.00, -0.32, -0.08, 0.01, -0.09, -0.39, -0.16, -0.11, -0.38, -0.08, -0.05, -0.11, -0.16, -0.33, -0.31, -0.33, -0.04, -0.26, -0.13, -0.10, -0.23, -0.08, -0.09, 0.03, 0.00, -0.09, -0.26, -0.30, -0.30, 0.03, 0.03, 0.05, 0.11, 0.11, 0.08, 0.11, 0.03, 0.01, 0.11, 0.12, 0.11, 0.11, 0.12, 0.13, 0.04, 0.11, 0.09, 0.10, 0.08, 0.06, 0.11, 0.13, 0.12, 0.02, 0.13, 0.02, 0.09, 0.03, 0.03, 0.15, 0.02, 0.07, 0.02, 0.11, 0.08, 0.11, 0.08, 0.07, 0.09, 0.14, 0.02, 0.07, 0.10, 0.06, 0.06, 0.13, 0.10, 0.05, 0.03, 0.11, 0.13, 0.12, 0.09, 0.12, 0.11, 0.11, 0.12, 0.15, 0.07]
}

---

(2)
{
  "formula": "C5H12O2",
  "method": "ωB97M-V/def2-TZVPD",
  "lumo_energy_ev": 0.77,
  "homo_lumo_gap_ev": 9.58,
  "smiles": "C=C/C=C/C.O.O",
  "energy_ev": -9472.6883,
  "elements": ["O", "O", "C", "C", "C", "C", "C", "H", "H", "H", "H", "H", "H", "H", "H", "H", "H", "H", "H"],
  "coordinates": [[-0.295, 1.246, 2.674], [1.179, 1.679, 5.659], [0.528, 1.209, -3.127], [-0.539, -1.971, -1.278], [-0.617, -0.667, -1.977], [0.434, 0.147, -2.071], [-1.540, -2.578, -0.660], [-1.413, -0.538, -2.696], [0.078, 2.173, -2.892], [0.346, -2.557, -1.514], [1.313, -0.248, -1.568], [-1.566, -3.643, -0.473], [-0.230, 2.098, 3.125], [0.118, 0.822, -4.057], [1.570, 1.498, -3.306], [0.633, 1.014, 2.537], [-2.384, -1.995, -0.299], [1.462, 0.810, 5.352], [0.923, 1.499, 6.570]],
  "nbo_charge": [-0.93, -0.94, -0.66, -0.22, -0.23, -0.15, -0.37, 0.20, 0.22, 0.19, 0.19, 0.20, 0.47, 0.22, 0.22, 0.46, 0.19, 0.47, 0.47]
}

---

(3)
{
  "formula": "C37H46F10N2O30PS",
  "method": "ωB97M-V/def2-TZVPD",
  "lumo_energy_ev": -3.86,
  "homo_lumo_gap_ev": 8.35,
  "total_charge": 1,
  "energy_ev": -150813.5443,
  "elements": ["S", "P", "F", "F", "F", "F", "F", "F", "F", "F", "F", "F", "O", "O", "O", "O", "O", "O", "O", "O", "O", "O", "O", "O", "O", "O", "O", "O", "O", "O", "O", "O", "O", "O", "O", "O", "O", "O", "O", "O", "O", "O", "N", "N", "C", "C", "C", "C", "C", "C", "C", "C", "C", "C", "C", "C", "C", "C", "C", "C", "C", "C", "C", "C", "C", "C", "C", "C", "C", "C", "C", "C", "C", "C", "C", "C", "C", "C", "C", "C", "C", "H", "H", "H", "H", "H", "H", "H", "H", "H", "H", "H", "H", "H", "H", "H", "H", "H", "H", "H", "H", "H", "H", "H", "H", "H", "H", "H", "H", "H", "H", "H", "H", "H", "H", "H", "H", "H", "H", "H", "H", "H", "H", "H", "H", "H", "H"],
  "coordinates": [[5.811, 5.903, 0.435], [3.927, 8.087, 3.507], [-11.186, -1.385, -11.395], [10.257, -2.744, 2.950], [-6.061, 0.473, 4.075], [2.865, -1.347, 2.208], [-5.256, -1.152, -4.408], [6.205, -4.889, 8.112], [-4.056, -2.371, -10.326], [0.794, 1.913, -8.311], [-2.586, -5.809, 5.959], [-0.337, 0.959, -2.448], [-1.330, -3.493, 8.177], [-0.554, 2.129, 0.782], [-9.184, 1.585, 1.122], [1.586, 1.940, 1.427], [-7.890, 1.102, 2.911], [9.437, -4.633, 3.876], [8.481, -6.672, 3.998], [-0.847, 1.162, -5.381], [-0.870, 2.686, -6.997], [0.911, 1.172, -0.574], [-9.603, -1.886, -8.381], [-1.411, -4.683, 10.089], [-7.483, 0.116, 0.958], [-2.897, -0.574, -6.447], [-2.289, -5.500, 8.175], [4.997, -2.163, 4.832], [5.259, -3.425, 6.675], [-3.145, -1.716, -8.369], [-9.541, -2.628, -10.474], [-4.864, -0.787, -2.206], [6.200, -4.064, 4.769], [-7.919, -3.231, -9.029], [0.937, -1.217, 5.064], [9.602, -6.029, 2.153], [0.731, -1.641, 2.893], [-1.001, -2.045, 4.281], [-3.888, 0.062, -0.366], [-3.833, 1.179, -2.313], [-4.941, -0.927, -7.327], [-2.549, 2.619, -5.486], [3.326, 6.581, 2.795], [5.320, 8.140, 4.119], [3.923, 5.451, 2.865], [5.449, -3.126, 5.368], [-4.170, 0.142, -1.525], [10.431, -4.082, 3.030], [6.698, 4.536, 1.235], [-1.646, -4.567, 8.936], [5.665, -4.773, 6.881], [-2.661, -4.893, 6.955], [2.059, 6.452, 2.024], [-4.257, -2.346, -8.991], [-8.280, 0.997, 1.608], [-10.842, -2.090, -10.298], [0.422, 2.110, -7.027], [-8.921, -2.638, -9.270], [3.274, 4.378, 2.072], [-4.197, 0.840, -3.671], [1.908, -0.856, 3.028], [0.112, -1.674, 4.103], [-6.996, 0.044, 3.193], [6.680, -4.975, 5.773], [4.272, 3.494, 1.271], [0.720, 1.768, 0.614], [-1.633, -3.789, 6.810], [5.724, 3.455, 1.763], [-3.600, -1.025, -7.295], [2.243, -1.021, 4.497], [10.156, -4.787, 1.714], [2.342, 5.221, 1.169], [-1.525, 2.198, -5.910], [-5.403, -1.442, -8.587], [0.215, 0.811, -6.268], [-1.265, 1.885, -0.452], [-10.660, -1.212, -9.074], [-5.268, -0.208, -3.446], [-6.411, -0.257, 1.827], [-0.379, 0.845, -1.108], [9.107, -5.865, 3.396], [11.413, -4.283, 3.461], [-6.145, -1.298, 1.677], [-3.694, -4.548, 7.031], [7.258, 4.949, 2.071], [4.201, 3.767, 0.219], [2.717, -0.153, 4.944], [5.946, 7.350, 4.144], [2.874, 5.512, 0.262], [3.697, 8.902, 2.393], [1.677, 0.163, 2.717], [5.750, 3.472, 2.854], [1.295, 6.200, 2.766], [-0.739, -4.164, 6.311], [2.869, -1.892, 4.671], [11.040, -4.961, 1.110], [-6.284, 0.172, -3.334], [-7.549, -0.779, 3.648], [1.415, 4.729, 0.893], [-10.324, -0.217, -9.369], [-5.502, -0.618, -9.296], [1.722, 7.367, 1.546], [-0.121, 0.019, -6.940], [7.673, -4.663, 6.095], [1.084, 0.483, -5.706], [-6.346, -1.965, -8.469], [2.848, 8.344, 4.363], [-3.342, 0.416, -4.192], [4.786, -5.415, 6.821], [1.129, 2.801, -6.563], [3.901, 2.477, 1.346], [-11.548, -2.913, -10.172], [-4.335, -3.371, -8.628], [6.125, 2.484, 1.486], [-2.271, 1.540, -0.249], [-4.540, 1.723, -4.197], [-0.611, -0.187, -0.842], [2.618, 3.727, 2.658], [6.723, -5.984, 5.380], [-1.991, -2.905, 6.296], [7.432, 4.102, 0.562], [9.408, -4.238, 1.140], [-1.286, 2.803, -1.041], [4.827, 5.345, 3.450], [-11.539, -1.139, -8.441], [-5.545, 0.375, 1.626], [6.875, 6.672, 0.183]],
  "lowdin_charge": [0.76, 0.75, 0.09, 0.08, 0.07, 0.08, 0.09, 0.09, 0.09, 0.08, 0.07, 0.09, 0.07, 0.09, 0.19, 0.12, 0.13, 0.12, 0.18, 0.04, 0.14, 0.15, 0.08, 0.18, 0.07, 0.17, 0.13, 0.15, 0.14, 0.14, 0.14, 0.15, 0.08, 0.16, 0.08, 0.08, 0.14, 0.17, 0.14, 0.07, 0.07, 0.17, -0.18, -0.23, -0.04, -0.55, -0.56, -0.31, -0.50, -0.55, -0.30, -0.31, -0.12, -0.30, -0.55, -0.31, -0.31, -0.55, -0.25, -0.03, -0.31, -0.55, -0.31, -0.04, -0.18, -0.56, -0.06, -0.24, -0.54, -0.04, -0.04, -0.11, -0.56, -0.03, -0.04, -0.02, -0.04, -0.29, -0.06, -0.28, -0.54, 0.17, 0.14, 0.17, 0.07, 0.10, 0.14, -0.01, 0.11, 0.02, 0.14, 0.11, 0.14, 0.14, 0.11, 0.14, 0.18, 0.17, 0.12, 0.15, 0.15, 0.13, 0.14, 0.14, 0.14, 0.10, 0.02, 0.12, 0.17, 0.17, 0.10, 0.18, 0.18, 0.12, 0.11, 0.14, 0.18, 0.16, 0.13, 0.12, 0.08, 0.15, 0.15, 0.14, 0.14, 0.13, -0.12]
}

---

(4)
{
  "formula": "C6H16NO",
  "method": "ωB97M-V/def2-TZVPD",
  "lumo_energy_ev": [0.27, 0.22],
  "homo_lumo_gap_ev": [3.57, 7.27],
  "energy_ev": -10014.9864,
  "s_squared": 0.753,
  "multiplicity": 2,
  "elements": ["O", "N", "C", "C", "C", "C", "C", "C", "H", "H", "H", "H", "H", "H", "H", "H", "H", "H", "H", "H", "H", "H", "H", "H"],
  "coordinates": [[2.607, 0.139, -2.184], [-0.009, 0.620, -0.933], [-1.483, 2.441, -0.092], [-0.513, 0.646, 1.461], [0.135, -3.015, 0.425], [-0.453, -1.661, 0.670], [-0.342, 1.515, 0.254], [0.149, -0.674, 1.489], [-0.209, -0.393, -0.579], [3.082, 0.434, -2.951], [-1.421, -1.402, 0.241], [0.618, 2.033, 0.369], [-0.563, 0.674, -1.766], [2.965, -0.750, -2.042], [0.981, 0.571, -1.173], [1.112, -0.720, 1.981], [-1.868, 2.874, 0.838], [-0.310, 1.245, 2.368], [-0.438, -3.577, -0.319], [-1.295, 3.273, -0.765], [-1.605, 0.528, 1.699], [0.001, -3.714, 1.276], [-2.338, 1.857, -0.449], [1.197, -2.944, 0.185]],
  "mulliken_spin": [0.02, 0.07, 0.01, -0.14, -0.03, 0.29, 0.09, 0.55, 0.01, 0.00, -0.01, 0.02, -0.02, 0.00, 0.00, 0.06, 0.00, 0.02, 0.02, -0.01, 0.01, 0.02, 0.00, 0.02]
}